Computed, not measured: 7 unconnected molecules or ions with the total composition C18H51NO7, with wB97M-V/def2-TZVPD.

Results
- HOMO-LUMO gap: 9.94 eV
- E_HOMO: -9.443 eV
- Calculated total energy: -35313.077 eV
- E_LUMO: 0.0184 hartree
- SMILES: COC[C@H](C)N.CC(C)O.CC(C)O.CC(C)O.CC(C)O.CO.CO

XYZ file:
```
77
Properties=species:S:1:pos:R:3:forces:R:3:mulliken_charge:R:1
C -1.782141 -2.715539 5.230063 -0.4 0.9 -0.6 -0.64
O -2.169668 -1.490721 4.572851 0.6 0.2 0.8 -0.47
C -2.263684 -1.593081 3.167384 0.3 -0.5 -0.1 -0.61
C -0.964048 -2.054004 2.437841 -0.1 -0.2 0.1 0.53
C 0.316786 -1.330766 2.760522 0.1 0.4 1.4 -1.27
N -1.129613 -1.995373 0.990267 -0.9 0.4 0.0 -0.36
H -2.515001 -3.466451 4.934869 0.4 -0.5 -0.2 0.29
H -1.837789 -2.642773 6.316205 -0.2 0.6 -0.1 0.26
H -0.739900 -2.923788 4.988257 -0.1 -0.6 -0.1 0.23
H -3.029042 -2.342482 2.965583 -0.2 -0.4 -0.4 0.46
H -2.683813 -0.664377 2.781245 0.4 0.3 0.1 0.09
H -0.873710 -3.094308 2.750408 0.3 -0.2 0.0 0.39
H 0.618030 -1.608863 3.770475 0.3 0.1 0.1 0.45
H 0.206635 -0.246397 2.771621 -0.2 0.1 -0.2 0.27
H 1.138086 -1.562568 2.082419 -0.2 -0.3 -0.1 0.17
H -0.705333 -2.798354 0.548321 0.3 0.0 -0.1 0.24
H -2.112968 -2.109404 0.789967 -0.2 -0.1 -0.4 -0.07
C 2.610568 -1.725691 -3.239257 0.0 -0.3 0.1 -1.08
C 2.156137 -3.104734 -2.810490 0.0 0.0 0.4 0.48
C 2.671579 -3.463923 -1.423007 0.5 -0.3 -0.4 -1.12
O 0.753744 -3.190357 -2.789092 -0.6 0.1 -0.1 -0.52
H 2.203158 -0.985045 -2.551109 0.5 0.1 0.1 0.00
H 2.248827 -1.482902 -4.238403 0.0 -0.1 -0.1 0.45
H 3.697549 -1.794825 -3.281608 0.1 0.7 0.1 0.41
H 2.535082 -3.791555 -3.567310 0.2 -0.5 0.1 0.30
H 2.506348 -2.682953 -0.680788 0.0 0.2 -0.2 0.05
H 3.741086 -3.627531 -1.555229 0.2 0.1 0.4 0.41
H 2.261930 -4.387716 -1.014494 -0.2 0.0 -0.3 0.35
H 0.482444 -2.752509 -3.599212 -0.5 0.0 0.0 0.32
C 3.388109 2.595815 1.074382 -0.8 0.2 -0.8 -1.23
C 2.776776 2.006407 2.353297 0.9 0.4 -1.1 1.21
C 3.400751 0.691871 2.603698 0.4 -2.0 0.9 -1.21
O 2.983106 2.883295 3.432151 0.3 0.3 0.6 -0.61
H 3.270714 1.966764 0.191991 -0.8 -0.3 0.0 0.20
H 4.460908 2.765090 0.981987 0.1 0.2 1.1 0.41
H 2.835297 3.516856 0.889457 0.3 0.3 -0.4 0.27
H 1.700328 1.886444 2.231000 -0.1 -0.1 -0.3 -0.22
H 3.049098 -0.043252 1.879795 -0.1 0.1 -0.2 0.09
H 3.179124 0.257602 3.578581 -0.5 0.2 0.2 0.36
H 4.488297 0.623541 2.577604 0.2 0.7 -0.3 0.40
H 2.980270 3.774478 3.075238 0.0 0.1 0.1 0.37
C -0.087600 4.779804 -0.096386 -0.6 2.1 0.4 -1.04
C -0.842538 4.243097 -1.294378 1.1 -1.1 -0.4 0.25
C 0.141834 3.682601 -2.305221 -0.1 0.3 0.0 -0.65
O -1.650455 3.158428 -0.909773 -0.8 0.0 0.3 -0.55
H 0.485691 4.124914 0.559779 -0.1 -0.7 -0.6 0.00
H -0.784175 5.302206 0.559349 -0.3 -0.2 0.2 0.38
H 0.569372 5.597299 -0.393333 0.3 -0.1 -0.2 0.40
H -1.487048 4.942355 -1.827052 0.0 0.4 0.5 0.40
H 0.798780 4.448457 -2.717516 0.0 -0.1 -0.2 0.44
H -0.442309 3.170909 -3.070101 0.3 0.1 -0.2 0.27
H 0.743245 2.945206 -1.773571 0.2 -0.1 -0.1 -0.18
H -1.031848 2.572315 -0.467739 -0.2 -0.8 0.3 0.27
C -5.661945 -1.975190 0.462896 0.0 0.8 -0.4 -1.26
C -4.533426 -1.727360 -0.539204 0.8 0.7 0.5 0.60
C -3.857782 -0.311088 -0.393745 -0.4 -0.4 0.0 -1.19
O -3.538118 -2.723215 -0.328768 0.6 -0.2 0.1 -0.56
H -6.053579 -2.992377 0.469957 0.0 0.0 -0.4 0.39
H -6.460068 -1.269503 0.232414 -0.3 -0.1 0.2 0.37
H -5.314691 -1.771174 1.475763 0.1 0.1 0.0 0.21
H -4.810746 -1.837668 -1.587551 -0.6 0.3 0.0 0.32
H -2.996395 -0.165075 -1.045507 -0.2 -0.3 -0.3 0.25
H -3.460592 -0.034608 0.582936 -0.2 -0.6 0.4 0.11
H -4.578181 0.477595 -0.610779 -0.1 -0.1 -0.2 0.49
H -3.875756 -3.570009 -0.629670 0.0 -0.1 0.0 0.26
C 1.439791 1.986848 -5.012449 -0.3 -1.2 0.1 -0.40
O 2.116980 3.148243 -4.682022 0.3 1.3 -0.1 -0.48
H 2.064984 1.328127 -5.615218 0.0 -0.2 -0.1 0.34
H 1.124062 1.463739 -4.109803 0.0 -0.3 0.2 -0.03
H 0.515978 2.163295 -5.563389 0.2 0.6 -0.1 0.31
H 3.008934 2.943265 -4.392209 -0.1 -0.1 0.0 0.29
C 0.702380 0.155193 -0.748953 -0.1 -1.1 0.2 -0.52
O -0.183701 0.635236 0.213005 -0.3 2.2 0.1 -0.12
H 0.108046 -0.425167 -1.454679 0.4 -0.3 -0.4 0.44
H 1.277012 0.900910 -1.298314 -0.2 0.3 0.4 0.32
H 1.341965 -0.504197 -0.162230 0.8 -0.3 -0.7 -0.03
H -0.642159 -0.159330 0.495979 -0.5 -0.7 0.4 -0.13
```
Forces are in eV/Å.